{"formula": "C78H170F6N9O6S2", "method": "ωB97M-V with the def2-TZVPD basis set", "gap_ev": 5.6, "e_lumo_ev": -8.56, "homo_energy_ha": -0.5187, "total_charge": 7, "elements": ["C", "C", "C", "N", "C", "C", "C", "C", "C", "H", "H", "H", "H", "H", "H", "H", "H", "H", "H", "H", "H", "H", "H", "H", "H", "H", "H", "C", "C", "C", "N", "C", "C", "C", "C", "C", "H", "H", "H", "H", "H", "H", "H", "H", "H", "H", "H", "H", "H", "H", "H", "H", "H", "H", "C", "C", "C", "N", "C", "C", "C", "C", "C", "H", "H", "H", "H", "H", "H", "H", "H", "H", "H", "H", "H", "H", "H", "H", "H", "H", "H", "C", "C", "C", "N", "C", "C", "C", "C", "C", "H", "H", "H", "H", "H", "H", "H", "H", "H", "H", "H", "H", "H", "H", "H", "H", "H", "H", "C", "C", "C", "N", "C", "C", "C", "C", "C", "H", "H", "H", "H", "H", "H", "H", "H", "H", "H", "H", "H", "H", "H", "H", "H", "H", "H", "C", "C", "C", "N", "C", "C", "C", "C", "C", "C", "H", "H", "H", "H", "H", "H", "H", "H", "H", "H", "H", "H", "H", "H", "H", "H", "H", "H", "H", "H", "C", "C", "C", "N", "C", "C", "C", "C", "C", "C", "H", "H", "H", "H", "H", "H", "H", "H", "H", "H", "H", "H", "H", "H", "H", "H", "H", "H", "H", "H", "C", "C", "C", "N", "C", "C", "C", "C", "C", "C", "H", "H", "H", "H", "H", "H", "H", "H", "H", "H", "H", "H", "H", "H", "H", "H", "H", "H", "H", "H", "C", "C", "C", "N", "C", "C", "C", "C", "C", "C", "H", "H", "H", "H", "H", "H", "H", "H", "H", "H", "H", "H", "H", "H", "H", "H", "H", "H", "H", "H", "C", "F", "F", "F", "S", "O", "O", "O", "C", "F", "F", "F", "S", "O", "O", "O"], "xyz": [[5.3587, -0.0519, -4.5811], [6.4614, 0.8017, -5.2980], [7.0631, 0.2064, -6.5605], [8.3009, 1.0306, -7.1228], [7.9788, 2.5728, -7.2984], [9.5057, 0.6791, -6.2630], [10.6737, 0.8572, -7.3334], [10.0315, 0.6463, -8.6848], [8.5624, 0.3957, -8.4955], [4.3688, 0.0301, -5.0300], [5.1185, 0.4440, -3.6407], [5.6732, -1.0711, -4.3568], [7.2814, 0.7687, -4.5807], [6.1922, 1.8534, -5.3960], [6.3020, 0.2361, -7.3402], [7.4321, -0.7958, -6.3425], [6.9934, 2.6000, -7.7637], [8.7599, 3.1120, -7.8342], [7.9340, 3.0441, -6.3166], [9.4723, 1.3572, -5.4103], [9.3838, -0.3651, -5.9750], [11.0936, 1.8586, -7.2391], [11.5957, 0.2774, -7.2895], [10.1250, 1.4891, -9.3697], [10.5906, -0.1644, -9.1519], [8.0484, 0.9594, -9.2740], [8.4268, -0.6858, -8.4840], [-5.5735, 1.4174, 9.1972], [-6.2617, 1.0875, 7.9032], [-7.7037, 1.5607, 7.8637], [-8.5475, 1.3714, 6.5067], [-8.3751, -0.0565, 5.9915], [-8.1528, 2.3818, 5.3425], [-9.3655, 3.2731, 5.1936], [-10.5322, 2.4225, 5.5623], [-10.0632, 1.7323, 6.8012], [-4.5853, 0.9597, 9.1534], [-6.1006, 1.0491, 10.0774], [-5.3580, 2.4851, 9.2386], [-6.3474, 0.0116, 7.7506], [-5.8543, 1.5742, 7.0171], [-7.8018, 2.6065, 8.1550], [-8.2732, 1.1134, 8.6783], [-9.1728, -0.3510, 5.3096], [-8.4561, -0.5635, 6.9531], [-7.4650, -0.3438, 5.4649], [-7.9070, 1.7828, 4.4657], [-7.2469, 2.8966, 5.6624], [-9.3813, 3.6494, 4.1708], [-9.2723, 4.1058, 5.8908], [-10.7899, 1.6039, 4.8903], [-11.3503, 3.1332, 5.6793], [-10.6005, 0.8238, 7.0732], [-9.9876, 2.4423, 7.6248], [4.1842, 10.0959, 2.5094], [2.9079, 9.6257, 3.3001], [3.2586, 8.4557, 4.2284], [2.0748, 7.7767, 4.9731], [1.5712, 8.6303, 6.1617], [2.4912, 6.4140, 5.4716], [1.1432, 5.5889, 5.5118], [-0.0163, 6.3893, 4.8643], [0.8565, 7.3795, 4.0631], [4.9842, 10.3274, 3.2125], [4.0132, 10.9123, 1.8078], [4.5101, 9.3092, 1.8289], [2.1071, 9.4545, 2.5807], [2.6517, 10.5239, 3.8620], [3.9721, 8.6252, 5.0348], [3.7003, 7.5921, 3.7312], [1.5048, 9.6883, 5.9080], [2.4103, 8.5040, 6.8459], [0.6818, 8.2044, 6.6261], [3.0091, 6.4171, 6.4307], [3.1892, 5.9862, 4.7519], [0.8502, 5.3105, 6.5241], [1.3505, 4.6454, 5.0069], [-0.7194, 6.8021, 5.5878], [-0.5993, 5.7982, 4.1580], [0.3435, 8.2869, 3.7445], [1.3032, 6.8306, 3.2341], [-2.0170, -7.3582, 9.5846], [-2.1435, -7.8303, 8.1012], [-3.6021, -8.3469, 7.8611], [-3.7310, -9.2910, 6.6299], [-3.6378, -8.4670, 5.3045], [-2.7937, -10.5623, 6.5370], [-3.5108, -11.6320, 5.7293], [-4.8984, -11.5306, 6.2587], [-5.0958, -10.0148, 6.5570], [-1.0501, -6.9185, 9.8291], [-2.0698, -8.3024, 10.1266], [-2.8224, -6.7743, 10.0300], [-1.4703, -8.6702, 7.9296], [-1.8366, -6.9786, 7.4942], [-4.3424, -7.5617, 7.7081], [-3.9785, -8.9917, 8.6553], [-2.5972, -8.1436, 5.2775], [-4.4081, -7.7295, 5.5299], [-4.0281, -9.0406, 4.4638], [-1.8105, -10.3242, 6.1311], [-2.6906, -10.9202, 7.5614], [-3.5079, -11.2976, 4.6919], [-3.0033, -12.5918, 5.8271], [-5.6825, -11.7733, 5.5415], [-5.0800, -12.0728, 7.1866], [-5.6886, -9.5474, 5.7708], [-5.6948, -9.9283, 7.4636], [1.6001, 7.2592, -4.0731], [1.3596, 7.5099, -5.5366], [1.5042, 8.9942, -5.8967], [1.4113, 9.3246, -7.4041], [0.1084, 8.7078, -7.9624], [2.6363, 8.9940, -8.3185], [2.3337, 9.8069, -9.5205], [1.6481, 11.0672, -8.9920], [1.3520, 10.8392, -7.5723], [2.6284, 7.5544, -3.8644], [1.5131, 6.2397, -3.6973], [0.9815, 7.8742, -3.4195], [0.3699, 7.1743, -5.8466], [1.9729, 6.8660, -6.1670], [2.4684, 9.3161, -5.5033], [0.7926, 9.6223, -5.3606], [0.2924, 7.6450, -8.1194], [-0.1096, 8.9640, -8.9991], [-0.7336, 8.8747, -7.2906], [2.6312, 7.9141, -8.4665], [3.5457, 9.2564, -7.7779], [1.7375, 9.2874, -10.2706], [3.1836, 10.0838, -10.1443], [0.7256, 11.2835, -9.5307], [2.2205, 11.9830, -9.1397], [0.3818, 11.1644, -7.1965], [2.2210, 11.2757, -7.0798], [10.0735, -7.9240, -1.6971], [9.1271, -8.2829, -0.5829], [7.7519, -7.5884, -0.7340], [6.8542, -7.7845, 0.5039], [5.4245, -7.4087, 0.0338], [4.3991, -7.2331, 1.1866], [4.9031, -6.2517, 2.2338], [6.2680, -6.7149, 2.7398], [7.3122, -6.9085, 1.6392], [6.7525, -9.2558, 0.9440], [9.7299, -8.3112, -2.6563], [11.0149, -8.4333, -1.4910], [10.1900, -6.8419, -1.7580], [9.5333, -7.9191, 0.3610], [9.0101, -9.3656, -0.5355], [7.3185, -8.1467, -1.5638], [7.7524, -6.5295, -0.9928], [5.6013, -6.4252, -0.4017], [5.1273, -8.1381, -0.7197], [3.4357, -6.9126, 0.7900], [4.1559, -8.2204, 1.5791], [4.8942, -5.2260, 1.8651], [4.2074, -6.2705, 3.0728], [6.7052, -6.0806, 3.5110], [6.1134, -7.6653, 3.2505], [7.6598, -5.9301, 1.3075], [8.1576, -7.4469, 2.0676], [5.9358, -9.3461, 1.6602], [7.7112, -9.5456, 1.3740], [6.5129, -9.7107, -0.0172], [-7.7669, -2.6238, -2.2166], [-6.6780, -3.5654, -2.5868], [-7.0144, -5.0369, -2.2650], [-6.4111, -6.1606, -3.1448], [-6.8952, -6.1952, -4.6190], [-6.1608, -7.1552, -5.5446], [-4.6674, -6.8349, -5.4767], [-4.0689, -6.8616, -4.0151], [-4.8721, -5.9516, -3.0269], [-6.6888, -7.5916, -2.4947], [-7.8274, -2.6420, -1.1285], [-8.7472, -3.0160, -2.4874], [-7.6857, -1.6008, -2.5842], [-5.7993, -3.2370, -2.0317], [-6.3396, -3.4980, -3.6207], [-8.0597, -5.2346, -2.5022], [-6.7039, -5.1918, -1.2317], [-6.5670, -5.2147, -4.9640], [-7.9682, -6.3465, -4.5010], [-6.5437, -7.1383, -6.5650], [-6.2622, -8.1648, -5.1463], [-4.3658, -5.8813, -5.9100], [-4.0647, -7.5125, -6.0815], [-3.0032, -6.6329, -4.0039], [-4.0533, -7.8884, -3.6498], [-4.5521, -4.9348, -3.2544], [-4.5023, -6.1085, -2.0136], [-6.3034, -8.4166, -3.0939], [-7.7490, -7.6529, -2.2493], [-6.2055, -7.5960, -1.5177], [6.0039, 0.2964, 5.3077], [6.2485, 0.0516, 6.7997], [7.6658, 0.4075, 7.1519], [8.0144, 0.1424, 8.6699], [6.9230, 0.6729, 9.6349], [7.2689, 0.2851, 11.0624], [7.4088, -1.1999, 11.2066], [8.5404, -1.7385, 10.3159], [8.2919, -1.3954, 8.8774], [9.3218, 0.9626, 8.9302], [6.3640, 1.2669, 4.9663], [4.9551, 0.2290, 5.0185], [6.5282, -0.5419, 4.8489], [5.8719, -0.8857, 7.2092], [5.7035, 0.8331, 7.3293], [7.8016, 1.4874, 7.0927], [8.3693, -0.0568, 6.4609], [5.9811, 0.1911, 9.3727], [6.9784, 1.7529, 9.4985], [6.4446, 0.6980, 11.6439], [8.1500, 0.8369, 11.3900], [6.4101, -1.5545, 10.9516], [7.5738, -1.5011, 12.2410], [8.8799, -2.7682, 10.4283], [9.4765, -1.2316, 10.5500], [7.3881, -1.8477, 8.4692], [9.0375, -1.7033, 8.1443], [9.5548, 0.8285, 9.9866], [9.0870, 2.0185, 8.7959], [10.1184, 0.5787, 8.2930], [-4.0992, 0.9439, -7.6988], [-5.4708, 1.4559, -8.0961], [-5.2416, 2.6715, -9.0000], [-6.4243, 3.2784, -9.7978], [-7.6821, 3.2450, -8.9170], [-8.9489, 3.6735, -9.6864], [-9.1491, 3.0363, -11.0968], [-7.7908, 2.9246, -11.9199], [-6.6515, 2.4696, -11.0508], [-6.1169, 4.7432, -10.1119], [-3.3566, 0.8667, -8.4930], [-4.1833, -0.0690, -7.3050], [-3.6957, 1.6155, -6.9410], [-6.0210, 1.8358, -7.2352], [-6.1199, 0.7260, -8.5797], [-4.3595, 2.6198, -9.6383], [-5.0275, 3.4430, -8.2604], [-7.8854, 2.2200, -8.6068], [-7.4505, 3.7886, -8.0011], [-9.7665, 3.4262, -9.0093], [-9.0104, 4.7587, -9.7677], [-9.3913, 2.0152, -10.8022], [-9.9903, 3.4553, -11.6488], [-7.8804, 2.2981, -12.8073], [-7.5159, 3.9139, -12.2858], [-6.7022, 1.4361, -10.7082], [-5.7054, 2.6142, -11.5724], [-6.9823, 5.2496, -10.5392], [-5.2170, 4.8031, -10.7240], [-5.8473, 5.2219, -9.1705], [-1.4612, -0.7187, 0.6778], [-0.7980, -1.8098, 0.3010], [-0.5994, 0.3133, 0.8840], [-2.2953, -0.3373, -0.3109], [-2.3871, -1.0822, 2.3709], [-3.1590, 0.1759, 2.5962], [-3.1882, -2.2834, 2.1960], [-1.2933, -1.2566, 3.3214], [-4.8085, 5.7337, -1.6274], [-3.9091, 5.1823, -2.3748], [-5.8565, 4.9579, -1.4565], [-4.2424, 5.9231, -0.4566], [-5.2446, 7.5046, -2.3942], [-6.3099, 8.0803, -1.5339], [-3.9968, 8.2993, -2.4670], [-5.7550, 7.1136, -3.7207]], "atomic_forces_ev_per_a": [[-0.156, 1.348, -0.256], [0.622, -0.818, 1.216], [-0.433, 1.702, -0.130], [-2.094, -0.965, -0.004], [0.240, -1.606, 0.921], [0.835, 0.551, -1.932], [0.156, 1.141, 1.246], [0.990, 0.176, -1.084], [1.190, 0.599, 0.293], [0.201, -0.612, -0.708], [0.550, -0.054, 0.319], [-0.135, 0.051, -0.297], [0.167, 0.375, 0.253], [-0.313, -0.180, -0.178], [0.262, -0.358, -0.268], [-0.056, 0.081, -0.444], [0.283, 0.162, -0.176], [-0.053, -0.568, -0.370], [-0.097, -0.330, 0.073], [0.473, -0.225, -0.042], [0.058, 0.175, 0.140], [-0.345, 0.278, 0.011], [-0.500, -0.601, 0.819], [0.432, 0.161, 0.245], [-0.599, -0.154, -0.318], [-0.678, -0.577, 0.299], [-0.847, 0.254, 0.233], [0.829, 0.237, -0.359], [-1.829, -0.202, -1.432], [-1.412, 0.582, 0.085], [1.008, 0.498, -0.511], [-0.857, 0.135, 1.395], [0.326, -0.629, 1.375], [1.398, 0.033, -0.902], [-0.573, -0.214, -0.056], [1.303, -0.064, 0.696], [-0.030, -0.182, 0.249], [-0.003, 0.187, -0.047], [-0.354, 0.075, 0.383], [0.644, -0.101, -0.133], [0.930, -0.325, 0.108], [0.169, 0.373, -0.681], [-0.357, -0.666, -0.356], [-0.312, 0.371, 0.278], [-0.034, -0.935, -0.502], [0.388, 0.869, 0.412], [-0.227, 0.013, 0.083], [-0.073, 0.003, -0.048], [-0.210, 0.203, 0.114], [-0.169, 0.130, -0.100], [-0.077, 0.534, -0.718], [-0.483, -0.700, 0.341], [0.158, 0.123, 0.119], [-0.207, -0.261, 0.187], [-0.414, -1.088, -0.047], [1.290, 1.089, -0.122], [-0.993, -1.056, 0.191], [-1.484, 0.212, -0.086], [1.658, -0.762, -0.310], [-1.341, -0.494, 0.026], [0.255, -0.646, 0.757], [1.830, 0.173, -0.558], [-0.039, 0.787, 0.514], [0.035, 0.158, -0.216], [-0.324, 0.329, 0.593], [0.248, -0.338, 0.240], [-0.022, -0.468, 0.249], [-0.426, -0.226, 0.343], [-0.017, 0.804, -0.065], [-0.062, 0.286, -0.700], [-0.329, -0.286, -0.278], [-0.244, 0.375, 0.379], [0.033, 0.139, -0.405], [-0.175, 0.500, -0.004], [-0.209, 0.091, -0.117], [0.319, 0.079, 0.101], [-0.277, 0.050, -0.151], [0.303, 0.282, -0.092], [0.112, -0.043, 0.065], [0.226, -0.055, -0.117], [-0.072, 0.265, -0.179], [0.001, -1.683, 0.080], [-1.113, 0.552, 0.840], [0.810, -0.897, -0.895], [-0.357, -1.600, -1.884], [-0.512, -0.680, 2.278], [0.422, 0.642, 0.803], [0.462, 1.125, -0.266], [-1.237, 0.938, 0.382], [-0.723, -0.099, 0.203], [-0.133, 0.106, -0.285], [0.176, 0.046, 0.506], [-0.040, 0.344, -0.644], [0.171, 0.157, 0.075], [-0.386, -0.265, -0.583], [0.141, 0.048, -0.066], [0.385, 0.204, 0.360], [-0.388, 0.365, -0.550], [0.589, 0.680, -0.515], [0.661, -0.194, 0.102], [-0.124, 0.396, 0.149], [0.129, 0.175, 0.118], [0.138, -0.404, -0.231], [-0.148, 0.071, -0.030], [0.154, -0.463, 0.083], [0.207, -0.224, -0.168], [0.187, 0.116, 0.048], [0.454, 0.437, 0.213], [0.742, 0.481, 0.797], [-1.245, -0.318, -1.124], [0.746, -0.541, -0.205], [-0.444, 0.211, 0.457], [1.080, -0.721, -0.387], [-0.982, -1.212, 1.297], [0.381, 0.801, -1.651], [-1.105, 1.021, -2.156], [0.309, -0.603, 1.075], [0.184, 0.029, 0.206], [-0.239, -0.096, -0.562], [-0.212, 0.057, -0.178], [-0.336, 0.105, 0.377], [0.642, 0.225, 0.047], [0.279, 0.267, -0.552], [-0.387, -0.151, -0.324], [0.016, -0.166, 0.750], [0.120, 1.062, 0.320], [0.255, 0.163, -0.061], [0.069, 0.059, -0.093], [-0.178, 0.260, 0.067], [-0.395, -0.195, 0.404], [0.454, -0.111, 0.518], [-0.015, -0.237, -0.249], [0.256, -0.208, 0.147], [0.300, 0.283, 0.037], [-0.438, -0.263, 1.039], [0.053, -0.259, -0.206], [-0.655, 1.108, 0.851], [0.388, -1.892, 0.113], [-1.336, -0.006, -0.382], [0.321, 1.088, 0.908], [0.405, -0.467, -0.810], [-0.029, -0.399, 0.486], [-0.116, -0.450, -0.125], [0.065, -0.269, 0.741], [0.400, 1.411, -0.801], [-0.093, 0.125, -0.072], [0.162, 0.376, -0.127], [0.301, -0.078, -0.100], [0.378, -0.292, 0.122], [-0.136, 0.073, 0.099], [-0.729, 0.272, 0.036], [0.238, -0.044, 0.315], [-0.318, -0.044, -0.397], [0.072, 0.129, 0.079], [0.179, 0.227, -0.387], [0.195, 0.008, 0.464], [0.196, 0.010, -0.211], [-0.017, 0.106, 0.042], [-0.046, 0.255, -0.187], [0.002, -0.171, 0.029], [-0.093, -0.175, -0.570], [0.154, 0.255, -0.042], [0.244, -0.057, -0.163], [-0.231, -0.240, -0.185], [0.146, -0.763, 0.461], [-1.523, -0.305, 0.724], [1.671, -0.692, -0.962], [-0.724, -0.286, -1.117], [2.892, -1.544, 1.163], [0.592, 1.079, 0.820], [0.888, -0.449, 1.448], [1.524, 0.145, 0.625], [-1.357, -0.478, -0.248], [1.066, -0.761, -1.612], [-0.071, 1.883, 0.514], [0.074, 0.541, 0.151], [-0.097, 0.125, -0.482], [0.294, -0.205, 0.081], [0.218, -0.352, 0.132], [-0.405, 0.185, -0.313], [-0.353, 0.379, 0.919], [-0.417, -0.695, -0.092], [-0.936, 0.340, -0.102], [0.015, 0.226, -0.504], [-0.169, 0.212, 0.209], [-0.246, -0.229, -0.397], [-0.619, 0.436, -0.042], [-0.279, -0.406, 0.066], [-0.145, 0.615, -0.106], [-0.373, -0.203, 0.038], [-0.868, 0.230, -0.184], [-0.691, -0.252, 0.179], [-0.246, 0.447, -0.126], [-0.078, -0.101, -0.623], [0.280, 0.102, -0.179], [0.088, -1.177, 0.304], [-0.947, 1.993, 0.548], [0.155, -0.035, 1.470], [1.521, -0.215, -1.063], [1.402, -0.774, -0.457], [0.181, 1.206, -0.074], [0.050, -0.694, 0.342], [0.582, 0.768, -0.107], [-1.264, 0.841, -1.161], [-1.319, -0.946, 0.617], [0.273, -0.156, 0.077], [0.004, -0.082, 0.250], [0.068, 0.340, -0.819], [0.266, -0.233, -0.453], [-0.609, -0.184, 0.102], [-0.076, -0.026, -0.343], [0.448, -0.273, 0.584], [0.042, 0.379, -0.254], [-0.617, -0.050, -0.079], [-0.023, -0.233, 0.281], [0.049, -0.078, 0.142], [0.101, -0.798, -0.258], [0.056, 0.166, -0.006], [-0.827, -0.258, -0.010], [0.038, 0.281, 0.501], [-0.280, -0.116, 0.362], [0.507, 0.379, 0.348], [0.302, -0.045, -0.324], [0.126, -0.152, -0.344], [-0.180, 0.186, 0.008], [0.024, -0.463, 0.483], [-0.478, 0.443, -1.278], [-0.484, 1.458, 0.584], [-0.443, 0.095, 0.927], [-0.311, -0.508, -0.929], [0.243, 1.309, -0.245], [1.648, -1.302, 0.978], [-1.416, 1.244, 0.909], [1.017, -0.086, 0.158], [0.362, -0.592, 0.644], [-0.284, 0.201, -0.317], [0.037, 0.139, 0.333], [0.160, -0.209, 0.113], [0.084, -0.348, 0.166], [0.277, -0.332, -0.037], [-0.335, -0.283, -0.349], [0.233, 0.386, -0.250], [0.542, -0.209, -0.194], [-0.219, 0.380, -0.214], [-0.172, -0.158, -0.222], [0.191, 0.149, 0.050], [-0.375, -0.352, -0.608], [0.290, 0.108, 0.084], [-0.063, -0.160, 0.231], [-0.126, 0.095, -0.217], [-0.222, -0.051, -0.141], [-0.005, -0.352, -0.285], [0.258, -0.272, -0.101], [-0.298, -0.168, -0.346], [-0.295, -0.029, 0.061], [-1.252, 0.589, 1.913], [0.367, 0.100, -0.434], [-0.198, -0.848, -0.386], [0.407, -0.391, 0.253], [-0.702, 2.124, 1.060], [1.168, -2.054, -0.813], [0.242, 0.323, -0.736], [-0.024, 0.027, -0.824], [-0.917, 3.988, -0.262], [1.209, -1.648, -1.654], [-0.563, -0.678, -0.246], [0.513, 0.064, 1.818], [-1.757, 1.181, -0.591], [2.037, -1.286, -0.698], [-0.980, -1.575, 0.602], [0.712, -0.235, 0.893]], "mulliken_charge": [-1.361, -0.311, -0.642, 0.100, -0.911, -0.678, -0.615, -0.594, -0.458, 0.371, 0.399, 0.329, 0.280, 0.341, 0.401, 0.384, 0.362, 0.371, 0.352, 0.444, 0.357, 0.324, 0.399, 0.299, 0.359, 0.334, 0.364, -1.347, -0.066, -1.215, 0.310, -1.144, -0.495, -0.616, -0.460, -0.728, 0.375, 0.359, 0.361, 0.329, 0.319, 0.472, 0.582, 0.364, 0.463, 0.372, 0.344, 0.346, 0.366, 0.310, 0.309, 0.361, 0.326, 0.404, -1.394, -0.191, -0.741, 0.127, -0.863, -0.661, -0.468, -0.757, -0.558, 0.350, 0.394, 0.354, 0.379, 0.321, 0.453, 0.297, 0.292, 0.403, 0.359, 0.334, 0.371, 0.323, 0.333, 0.354, 0.350, 0.456, 0.382, -1.352, -0.228, -0.774, 0.327, -1.141, -0.788, -0.604, -0.583, -0.510, 0.354, 0.368, 0.347, 0.282, 0.360, 0.469, 0.419, 0.308, 0.448, 0.448, 0.407, 0.463, 0.271, 0.407, 0.299, 0.347, 0.335, 0.322, -1.411, -0.145, -0.856, 0.116, -1.067, -0.543, -0.624, -0.610, -0.596, 0.349, 0.379, 0.345, 0.384, 0.296, 0.371, 0.439, 0.410, 0.406, 0.395, 0.372, 0.386, 0.339, 0.373, 0.277, 0.401, 0.458, 0.357, -1.399, -0.226, -0.645, 0.120, -0.616, -0.735, -0.650, -0.770, -0.648, -1.021, 0.353, 0.393, 0.351, 0.288, 0.356, 0.385, 0.391, 0.423, 0.477, 0.397, 0.342, 0.302, 0.370, 0.435, 0.337, 0.388, 0.401, 0.449, 0.368, 0.386, -1.436, -0.373, -0.658, 0.116, -0.461, -0.598, -0.725, -0.755, -0.702, -0.980, 0.363, 0.360, 0.356, 0.400, 0.338, 0.435, 0.436, 0.321, 0.427, 0.407, 0.253, 0.322, 0.402, 0.427, 0.333, 0.435, 0.411, 0.396, 0.376, 0.374, -1.409, -0.284, -0.697, 0.109, -0.612, -0.781, -0.648, -0.677, -0.652, -1.048, 0.320, 0.397, 0.356, 0.337, 0.360, 0.421, 0.426, 0.433, 0.365, 0.388, 0.361, 0.316, 0.378, 0.453, 0.331, 0.377, 0.459, 0.482, 0.411, 0.327, -1.403, -0.250, -0.938, 0.207, -0.627, -0.943, -0.626, -0.754, -0.621, -1.007, 0.364, 0.359, 0.359, 0.355, 0.417, 0.483, 0.410, 0.438, 0.522, 0.418, 0.373, 0.301, 0.390, 0.421, 0.351, 0.434, 0.386, 0.437, 0.356, 0.387, 0.558, -0.219, -0.231, -0.222, 1.053, -0.643, -0.638, -0.657, 0.596, -0.227, -0.222, -0.244, 1.028, -0.639, -0.636, -0.656]}